Formula: C10H25ClGaO21P2S6
Source: OMol25
Level of theory: ωB97M-V/def2-TZVPD

```
66
Properties=species:S:1:pos:R:3:lowdin_charge:R:1
H 5.26772 -1.67686 -0.63802 0.1316
H 4.43370 -2.80975 -2.63092 0.1326
C -4.45370 -0.77949 0.17895 -0.1691
H -8.20523 4.43028 -0.65070 0.1323
O 5.69540 -0.38966 -2.21704 -0.1917
S 3.87365 -5.74336 4.34286 0.6816
H -9.00386 4.91102 -2.17025 0.1304
O -4.33569 0.58230 -0.22838 -0.1926
C -6.89862 4.43705 -2.39813 -0.1793
O -5.74816 7.53965 -2.12185 -0.2233
O 1.99702 -2.78810 0.26271 -0.2235
H -7.15205 3.53739 -2.95919 0.1324
H 0.35426 5.64321 -1.51842 -0.1469
C 4.75453 -1.06567 -1.38060 -0.1741
Ga 0.13468 4.67664 -2.78258 -0.0360
O 3.31148 -4.23371 1.85253 -0.2547
C 1.91592 -1.91849 3.66689 -0.1781
H -2.88338 3.81121 -3.39761 -0.0954
H -4.91070 -0.79984 1.17273 0.1296
S 2.58332 -3.03806 1.54733 0.6667
O 3.42230 3.89296 -3.09157 -0.4801
H 2.23686 -0.20935 2.36773 0.1367
Cl 1.88277 2.38097 -0.71906 -0.0721
O -6.54612 5.49846 -3.28865 -0.1865
O 5.43845 -5.88401 3.93745 -0.1783
O -6.34259 -0.44214 -1.16051 -0.1966
H 7.17999 -6.23466 5.01333 0.1351
H 0.11874 5.56734 -4.10863 -0.1489
C 5.40504 -6.09604 6.27377 -0.1794
H -4.80903 -1.65634 -1.77350 0.1373
O -7.77891 6.33960 -1.35811 -0.1956
C -5.35834 -1.43092 -0.85494 -0.1725
O 3.73426 -1.08421 -3.49252 -0.1768
S -1.38927 1.42401 -2.87240 -0.1398
O 3.39629 -4.47480 3.88692 -0.2652
H 2.47873 -2.48698 4.41103 0.1077
H -2.24106 3.49256 -1.18618 -0.0845
O 4.51486 1.25746 -3.63726 -0.2560
C 6.25437 -5.66297 5.08799 -0.1720
H -3.47104 -1.25020 0.22233 0.1403
C -8.07573 4.96268 -1.59283 -0.1724
O -6.48351 1.82499 -0.15884 -0.2426
H 4.14805 -0.30954 -0.87309 0.1244
O -5.28089 1.46009 -2.33935 -0.2351
S 5.00206 -0.08781 -3.65287 0.6541
H 3.53308 -0.45854 3.56546 0.1363
O 1.43906 -2.83440 2.68001 -0.1797
S -6.93890 6.92195 -2.61921 0.6461
P 1.93338 3.11087 -2.74144 0.2951
H 5.73808 -5.64796 7.20998 0.1340
H -6.03997 4.23289 -1.75347 0.1253
S -5.66959 1.02928 -1.03104 0.6267
H 6.48955 -4.59605 5.13916 0.1329
P -1.82008 3.32880 -2.56547 0.0392
H 5.39544 -7.18536 6.37546 0.1319
H 2.94243 -2.15968 -1.90260 0.1167
O -7.85299 7.59211 -3.49712 -0.2401
H 4.03706 3.16483 -3.32741 -0.0325
C 2.82061 -0.95917 2.90905 -0.1584
C 3.90906 -1.89728 -2.33220 -0.1677
O 3.21816 -6.97758 4.02918 -0.2114
O 5.85605 -0.59517 -4.68479 -0.2340
O 3.50710 -1.76610 1.94956 -0.1931
H -5.82928 -2.34049 -0.48195 0.1324
O 4.08113 -5.67090 5.95490 -0.1910
H 1.08407 -1.40898 4.15339 0.1378
```

The frontier orbital gap is 4.992 eV. The charge is -1. The HOMO energy comes out at -3.68 eV.

Formula: C2H4ClI
Source: OMol25
Level of theory: ωB97M-V/def2-TZVPD

```
8
Properties=species:S:1:pos:R:3:lowdin_charge:R:1
H 0.74861 0.47152 -1.51196 0.1315
I 2.96753 -0.26079 -0.02351 0.7101
C -0.12204 -0.06222 0.38390 -0.2432
C 1.02441 0.66430 -0.23496 -1.3231
H -0.91472 0.56852 0.04734 0.0662
Cl 1.10637 2.35441 0.03023 0.5523
H -0.19771 -1.07166 0.11471 0.0602
H -0.11822 -0.13609 1.40721 0.0460
```

The frontier orbital gap is 9.913 eV. The HOMO energy comes out at -9.59 eV.

Formula: C9H8NO4PdS
Source: OMol25
Level of theory: ωB97M-V/def2-TZVPD

```
24
Properties=species:S:1:pos:R:3:lowdin_charge:R:1
H -2.93106 0.96984 -1.64878 0.0938
H -1.29420 -0.61600 -1.07500 0.1120
Pd -0.50524 0.50613 1.30363 0.8981
O 1.59950 0.87450 0.70951 -0.0194
O 0.93757 -1.18929 1.14733 -0.0107
C -2.66368 2.61538 0.46788 -0.4422
H -1.54975 2.14560 -2.02403 0.0933
H 1.71938 0.61911 5.88027 0.1161
S 0.06863 0.70097 3.62443 0.9107
C 2.30908 0.29816 5.03197 -0.0681
C 3.79600 -0.52673 2.79748 0.0191
C 3.63260 -0.04766 5.17779 -0.0358
H -0.04221 0.47570 -1.33374 0.1011
O -2.34969 1.87088 1.33604 0.0465
H 5.41389 -0.72466 4.19238 0.1252
C 4.37330 -0.45615 4.06937 0.0005
C 1.70627 -0.21096 1.36150 -0.6714
C 1.70237 0.23850 3.75584 -0.5643
H 4.09852 -0.00228 6.15193 0.1230
N -1.00083 0.35245 -1.02644 -0.0346
H 4.38529 -0.84882 1.95001 0.1360
C -1.92196 1.30474 -1.45842 -0.0460
C 2.47808 -0.18831 2.63880 -0.1412
O -3.10119 3.53100 -0.07215 0.2584
```

Its expectation value of S² is 6.04. The frontier orbital gap (spin up / spin down) is 8.928 / 6.866 eV. The charge is +1. Its multiplicity is 5. The HOMO energy (spin up / spin down) comes out at -11.80 / -13.47 eV.

Formula: C8H11O3P
Source: OMol25
Level of theory: ωB97M-V/def2-TZVPD

```
23
Properties=species:S:1:pos:R:3:lowdin_charge:R:1
O -1.49143 0.25182 -1.82272 -0.3430
C 1.92762 -2.41326 -0.67345 -0.0853
O -0.40118 2.11463 -0.32285 -0.3484
H -0.03275 3.94881 -1.00790 0.0372
C 0.76042 -1.64907 -0.92567 -0.0679
H -0.63689 2.86431 -2.33628 0.1193
P -0.93954 0.53509 -0.49776 0.7798
C -2.56599 0.24861 1.52646 -0.1196
H 1.32275 0.56171 1.43399 0.0623
C -0.65063 3.18121 -1.22754 -0.1217
H 0.11791 -1.98753 -1.63513 0.0714
C 2.49945 -1.06666 1.19903 -0.0396
C 0.57966 -0.51885 -0.16454 -0.2586
O -3.38749 -0.76562 1.05162 -0.1201
C 1.49083 -0.21676 0.84241 -0.0880
H -3.08835 1.23058 1.58857 0.0729
C 2.80954 -2.12706 0.31455 -0.0721
H 2.11561 -3.36309 -1.32273 0.1401
H 3.57850 -2.79087 0.37435 0.0717
H -3.56495 -0.43967 0.18378 0.0509
H -1.79471 -0.25366 2.28142 0.1116
H -1.63830 3.50556 -0.90105 0.0817
H 2.98990 -0.85023 2.04144 0.0654
```

The frontier orbital gap is 8.487 eV. The HOMO energy comes out at -8.30 eV.

Formula: C20H29NO4
Source: OMol25
Level of theory: ωB97M-V/def2-TZVPD

```
54
Properties=species:S:1:pos:R:3:lowdin_charge:R:1
H 2.52920 2.36195 -3.32103 0.1111
H -2.10093 5.20674 -1.25002 0.0734
H 0.44090 5.98519 -2.77702 0.1107
O -0.55456 1.33287 -2.90045 -0.0913
H -1.31721 3.50519 -2.88595 0.0752
H -0.95869 -2.98197 4.47948 0.1334
O 1.89862 -5.29090 2.26816 0.0554
C 0.28726 4.91237 -2.63191 -0.2184
H 0.47436 -1.70088 6.02739 0.1267
H -2.88898 0.40349 -3.42836 0.1010
H 0.24275 -2.06528 3.52916 0.1152
C 1.25375 -3.14864 1.55047 0.0041
C 0.12468 -2.60854 1.08360 -0.0467
H 2.21562 -2.91230 1.11979 0.1127
H 1.21610 4.27054 -4.47049 0.1108
C 1.08915 -1.14723 -0.71275 -0.0247
H -0.82000 -2.92875 1.50694 0.1224
C -1.45160 -0.11956 -1.23440 -0.1877
C 1.29016 -4.26518 2.52488 -0.4603
H 0.39414 4.70910 -1.56361 0.1164
H 1.19348 -5.59838 6.66293 0.1268
C -1.24674 -1.08219 -0.25573 0.0493
H 2.08021 -1.53620 -0.54481 0.1072
H -1.23339 4.74214 -4.14365 0.1144
H -0.50660 -5.42367 4.87831 0.1329
H 2.37207 -4.71016 5.65284 0.1317
C -0.34346 0.35843 -1.96309 -0.1785
C 1.30540 -4.83286 5.89414 -0.1807
C 0.88688 -2.57876 5.52743 -0.1878
C 1.38220 4.16551 -3.39579 -0.2114
C 0.00964 -1.60963 0.03568 -0.2196
C 0.90784 -0.18598 -1.68580 -0.0074
C 0.10615 -2.88032 4.23828 -0.1279
H -2.01232 6.45208 -2.49559 0.0700
H 0.98924 -6.09176 4.15467 0.1240
H 1.77087 0.15263 -2.23556 0.1058
O 0.79770 -3.63769 6.44896 -0.1316
H -2.11793 -1.41782 0.28607 0.1278
H -4.29557 0.90038 -2.45612 0.0952
H -2.87458 1.96510 -2.56979 0.0751
H 2.33545 4.64824 -3.16605 0.1067
H 1.94208 -2.39078 5.27234 0.1305
N 0.57923 -4.12373 3.67516 -0.0547
C -3.20772 0.92647 -2.52401 -0.0661
H 1.42722 2.56511 -1.96041 0.1179
H 0.02116 2.26733 -4.55777 0.1274
O -2.75081 0.27879 -1.35787 -0.0655
C 0.51224 1.74679 -3.73148 -0.1826
H 1.01786 0.86462 -4.14311 0.1240
C 1.52264 2.68120 -3.04182 -0.1675
H -3.17400 5.13301 -2.64822 0.0665
C -1.13176 4.56196 -3.07033 -0.2691
C 0.53955 -5.21748 4.62668 -0.1113
C -2.16894 5.38945 -2.32043 -0.1111
```

The frontier orbital gap is 8.532 eV. As for the structure (SMILES): CCCCCCOc1ccc(/C=C/C(=O)N2CCOCC2)cc1OC. The HOMO energy comes out at -8.02 eV.

Formula: C2H4FNOS
Source: OMol25
Level of theory: ωB97M-V/def2-TZVPD

```
10
Properties=species:S:1:pos:R:3:lowdin_charge:R:1
H -3.09232 0.95025 1.19734 -0.0311
C 1.40376 -0.20837 -0.98915 -0.1392
F 0.42201 1.75067 -0.35799 -0.1175
H 2.28239 0.32856 -1.37478 0.0989
H 1.71050 -1.17704 -0.60322 0.0894
H 0.69676 -0.31618 -1.81777 0.0923
O -0.59919 -1.58869 1.37209 -0.5127
N 0.91079 0.52607 0.10300 -0.1252
S -1.10917 -0.28563 0.99356 0.8147
C -2.62554 0.02037 1.47691 -0.1696
```

The frontier orbital gap (spin up / spin down) is 8.774 / 7.923 eV. The HOMO energy (spin up / spin down) comes out at -9.76 / -9.71 eV.

Record order is preserved below.
ΔE to the lowest compared entry with this formula, charge and spin: 162.30, 80.10, 0.00, 232.40, 236.40, 672.84 kJ/mol
Record order is preserved below.
DFT total energy: -7432.801399, -836.447634, -1229.201822, -878.418391, -1135.166584, -706.383117 Eh